Entry 1:
{
  "formula": "C36H49F4N4S3SnTe",
  "method": "the ωB97M-V functional and the def2-TZVPD basis",
  "energy_ev": -100561.6660,
  "e_homo_ha": [-0.55084, -0.55084],
  "total_charge": 3,
  "e_lumo_ev": [-9.483, -9.804],
  "multiplicity": 1,
  "species": ["Sn", "C", "C", "N", "C", "C", "C", "C", "N", "C", "C", "F", "C", "F", "C", "C", "F", "C", "F", "H", "H", "H", "H", "H", "H", "H", "H", "H", "H", "H", "H", "H", "H", "H", "C", "C", "S", "C", "C", "S", "C", "C", "S", "H", "H", "H", "H", "H", "H", "H", "H", "H", "H", "H", "H", "Te", "C", "C", "C", "C", "C", "C", "C", "C", "C", "C", "C", "C", "H", "H", "H", "H", "H", "H", "H", "H", "H", "H", "C", "C", "N", "C", "C", "N", "C", "C", "H", "H", "H", "H", "H", "H", "H", "H", "H", "H", "H", "H"],
  "positions_angstrom": [[1.31124, 0.48211, 1.01605], [3.87882, 1.83631, 3.04473], [4.25231, 0.80334, 1.99918], [3.55070, 0.96861, 0.68620], [3.72755, 2.34806, 0.12778], [5.16490, 2.80458, -0.06132], [4.04643, -0.03771, -0.28459], [3.83746, -1.46997, 0.18179], [2.47448, -1.65726, 0.67167], [2.04477, -2.83290, 1.12955], [0.65043, -2.97798, 1.41116], [-0.16067, -1.94496, 1.14879], [0.12087, -4.13722, 1.90053], [-1.18955, -4.20308, 2.13340], [0.92508, -5.24767, 2.14078], [2.27944, -5.16268, 1.85833], [3.06307, -6.20222, 2.06536], [2.83479, -4.00439, 1.35608], [4.13180, -3.98814, 1.10221], [4.40114, 1.59391, 3.96944], [2.80933, 1.84087, 3.26463], [4.16925, 2.84660, 2.76268], [4.01116, -0.19348, 2.37318], [5.32943, 0.81851, 1.81343], [3.20569, 3.03226, 0.79566], [3.20892, 2.35852, -0.83102], [5.69892, 2.90824, 0.88253], [5.14753, 3.78816, -0.53065], [5.73645, 2.15081, -0.71888], [5.11375, 0.10988, -0.46181], [3.53197, 0.13278, -1.23119], [4.56882, -1.74695, 0.94079], [4.01319, -2.13031, -0.67313], [0.50556, -6.16540, 2.53217], [-0.43689, 5.13212, -0.07241], [0.17585, 4.97871, 1.31612], [0.58469, 3.29676, 1.88065], [-0.78585, 2.77052, 2.93807], [-2.14721, 2.57905, 2.29086], [-2.14367, 1.44442, 0.86444], [-3.17992, 2.34522, -0.33011], [-2.54574, 3.49281, -1.10550], [-2.24594, 5.01374, -0.16070], [0.00172, 4.42415, -0.77683], [-0.18975, 6.13310, -0.42815], [-0.45193, 5.42911, 2.08588], [1.13330, 5.50128, 1.34641], [-0.87271, 3.49533, 3.74888], [-0.42749, 1.84316, 3.39201], [-2.53138, 3.53216, 1.93639], [-2.83159, 2.19058, 3.04590], [-4.07280, 2.68614, 0.19611], [-3.50156, 1.57825, -1.04014], [-3.23521, 3.76798, -1.90592], [-1.61620, 3.18531, -1.58044], [0.49727, 0.98114, -1.86170], [2.14267, 1.41767, -3.10729], [2.47144, 2.75985, -3.27266], [3.53394, 3.10086, -4.09727], [4.24732, 2.10781, -4.75652], [3.89843, 0.77308, -4.60011], [2.84218, 0.41803, -3.77074], [0.02225, -0.89594, -2.68284], [-0.84773, -0.90274, -3.76723], [-1.13411, -2.10585, -4.39890], [-0.56156, -3.28571, -3.94448], [0.30032, -3.27049, -2.85567], [0.59752, -2.07323, -2.21957], [1.89706, 3.53890, -2.78223], [3.79179, 4.14159, -4.24148], [5.06709, 2.37724, -5.40867], [4.44171, 0.00448, -5.13364], [2.56013, -0.62287, -3.66531], [-1.28649, 0.01617, -4.13580], [-1.79625, -2.11674, -5.25424], [-0.77864, -4.21814, -4.44811], [0.75510, -4.19123, -2.51292], [1.28154, -2.05663, -1.38248], [-4.65960, -1.77854, 2.58464], [-6.27971, -1.89671, 2.74160], [-6.74925, -2.48443, 1.53062], [-6.24972, -3.80412, 1.33099], [-4.63861, -3.64630, 1.12788], [-4.32615, -2.25836, 1.27988], [-4.93137, -1.46150, 0.25861], [-6.54479, -1.64493, 0.39647], [-4.18301, -2.38714, 3.34929], [-4.36578, -0.73679, 2.69198], [-6.70605, -0.90600, 2.87724], [-6.51517, -2.52753, 3.59495], [-6.68436, -4.25372, 0.44186], [-6.44644, -4.42504, 2.20116], [-4.36996, -3.99117, 0.13239], [-4.12787, -4.24051, 1.88199], [-4.61899, -1.79401, -0.72869], [-4.67338, -0.41447, 0.40475], [-6.93921, -2.11406, -0.50132], [-7.00834, -0.67302, 0.54656]],
  "lowdin_charge": [1.115, -0.067, -0.238, -0.324, -0.246, -0.038, -0.176, -0.174, -0.012, -0.155, -0.149, 0.020, -0.192, 0.117, 0.155, -0.191, 0.164, -0.105, 0.153, 0.102, 0.039, 0.084, 0.110, 0.138, 0.080, 0.077, 0.085, 0.098, 0.084, 0.140, 0.090, 0.130, 0.150, 0.163, -0.512, -0.477, 0.749, -0.529, -0.509, 0.752, -0.534, -0.528, 0.919, 0.054, 0.081, 0.091, 0.081, 0.097, 0.060, 0.033, 0.082, 0.085, 0.069, 0.082, 0.011, 1.432, -0.525, -0.157, -0.049, -0.040, -0.045, -0.127, -0.515, -0.124, -0.049, -0.046, -0.058, -0.145, 0.098, 0.122, 0.123, 0.121, 0.101, 0.105, 0.122, 0.121, 0.115, 0.066, -0.069, -0.052, -0.107, -0.053, -0.071, -0.126, -0.077, -0.054, 0.134, 0.121, 0.138, 0.140, 0.140, 0.140, 0.133, 0.127, 0.134, 0.101, 0.138, 0.138]
}



Entry 2:
{
  "formula": "C36H50BF3MnN6",
  "method": "the ωB97M-V functional and the def2-TZVPD basis",
  "energy_ev": -87237.2806,
  "e_homo_ha": [-0.29997, -0.30878],
  "e_lumo_ev": [0.643, 0.623],
  "multiplicity": 6,
  "species": ["Mn", "C", "C", "C", "C", "C", "C", "C", "C", "C", "N", "N", "B", "N", "N", "C", "C", "C", "C", "C", "C", "C", "C", "C", "N", "N", "C", "C", "C", "C", "C", "C", "C", "C", "C", "H", "H", "H", "H", "H", "H", "H", "H", "H", "H", "H", "H", "H", "H", "H", "H", "H", "H", "H", "H", "H", "H", "H", "H", "H", "H", "H", "H", "H", "H", "H", "H", "H", "H", "H", "H", "H", "H", "H", "H", "H", "H", "H", "H", "H", "H", "F", "C", "F", "F", "C", "C", "C", "C", "C", "C", "C", "C", "H", "H", "H", "H"],
  "positions_angstrom": [[0.58883, -0.88181, -0.31338], [3.37249, -0.64109, -4.28112], [2.03838, -1.20762, -3.79000], [2.26399, -2.21056, -2.67275], [1.10996, -0.08036, -3.42815], [0.64714, 0.92051, -4.28298], [-0.15261, 1.73618, -3.51288], [-0.98237, 2.84284, -4.10113], [-2.41005, 2.33449, -4.32594], [-0.94271, 4.19795, -3.39974], [-0.16829, 1.24398, -2.25260], [0.61471, 0.12087, -2.21179], [-0.83796, 1.78723, -0.93370], [0.27359, 2.00800, 0.15713], [1.18862, 1.02733, 0.43058], [2.10713, 1.52626, 1.24055], [1.82308, 2.86828, 1.48889], [0.66444, 3.14269, 0.78688], [-0.07947, 4.44400, 0.89933], [-1.42946, 4.21467, 1.57362], [-0.19694, 5.26656, -0.38308], [3.23103, 0.68055, 1.77150], [4.43572, 1.53433, 2.16500], [2.76509, -0.16933, 2.95461], [-1.93734, 0.76779, -0.46212], [-1.54193, -0.54086, -0.33569], [-2.63233, -1.29721, -0.29296], [-3.75740, -0.48787, -0.38220], [-3.29811, 0.81292, -0.47706], [-4.28617, 1.96081, -0.38836], [-3.98993, 3.31693, -1.01239], [-4.73015, 2.12118, 1.07191], [-2.62156, -2.79087, -0.14392], [-1.70907, -3.48158, -1.15337], [-2.28792, -3.20140, 1.29135], [4.02873, -1.44516, -4.61361], [3.87324, -0.10323, -3.47415], [3.23496, 0.05232, -5.10996], [1.57107, -1.73843, -4.62891], [2.75519, -1.74586, -1.80994], [2.91593, -3.01433, -3.01445], [1.33399, -2.67526, -2.33432], [0.84940, 1.03868, -5.33230], [-0.53512, 2.99102, -5.08944], [-2.84147, 1.96331, -3.39688], [-2.41668, 1.50912, -5.03692], [-3.04830, 3.12989, -4.71178], [-1.61942, 4.23809, -2.55153], [-1.25029, 4.97430, -4.10103], [0.05926, 4.43872, -3.04599], [-1.34567, 2.83074, -1.16392], [2.35779, 3.55414, 2.11892], [0.53746, 5.02585, 1.59128], [-2.00724, 3.48422, 1.01516], [-2.00261, 5.14065, 1.62657], [-1.30097, 3.82736, 2.58399], [-0.96389, 4.87632, -1.04564], [0.74522, 5.28609, -0.92982], [-0.46518, 6.29321, -0.13271], [3.54021, 0.01208, 0.95822], [4.18997, 2.18644, 3.00474], [4.78228, 2.15578, 1.33985], [5.25963, 0.89280, 2.47902], [2.41935, 0.47698, 3.76383], [3.59224, -0.76988, 3.33373], [1.95135, -0.84259, 2.67979], [-4.78651, -0.80160, -0.35297], [-5.15555, 1.56747, -0.92851], [-3.22377, 3.86968, -0.47789], [-4.90280, 3.91373, -0.97828], [-3.69152, 3.23314, -2.05165], [-3.90132, 2.42030, 1.71207], [-5.12777, 1.18533, 1.46182], [-5.50589, 2.88335, 1.14413], [-3.65061, -3.10147, -0.35700], [-0.65751, -3.22697, -0.98048], [-1.97518, -3.21266, -2.17594], [-1.78983, -4.56359, -1.04844], [-1.26096, -2.92342, 1.53316], [-2.38273, -4.28154, 1.40781], [-2.95818, -2.71633, 2.00204], [3.52380, -6.45812, 6.69840], [2.59767, -6.96656, 5.86274], [1.53076, -7.27267, 6.61369], [3.10146, -8.13102, 5.42015], [2.27522, -6.02515, 4.73641], [1.01760, -5.45497, 4.61532], [0.75714, -4.57511, 3.57782], [1.74834, -4.25709, 2.64996], [3.01245, -4.84010, 2.78523], [3.27412, -5.71571, 3.82009], [1.48207, -3.34122, 1.57902], [1.25611, -2.55983, 0.66783], [0.24460, -5.69432, 5.33026], [-0.22064, -4.12551, 3.48020], [3.78240, -4.59579, 2.06715], [4.25418, -6.16138, 3.92004]],
  "lowdin_spin": [4.627, 0.001, 0.001, 0.018, 0.011, 0.002, 0.006, 0.001, 0.000, 0.000, 0.004, 0.034, 0.004, 0.006, 0.042, 0.012, 0.003, 0.007, 0.001, 0.000, 0.000, 0.003, 0.000, 0.001, 0.005, 0.039, 0.011, 0.003, 0.007, 0.001, 0.000, 0.001, 0.001, 0.009, 0.001, 0.000, 0.000, 0.000, 0.000, 0.007, 0.001, 0.006, 0.000, 0.000, 0.000, 0.000, 0.000, 0.000, 0.000, 0.000, 0.000, 0.000, 0.000, 0.000, 0.000, 0.000, 0.000, 0.000, 0.000, 0.002, 0.000, 0.000, 0.000, 0.000, 0.000, 0.001, 0.000, 0.000, 0.000, 0.000, 0.000, 0.000, 0.000, 0.000, 0.000, 0.007, 0.000, 0.001, 0.001, 0.000, 0.000, 0.000, 0.001, 0.000, 0.000, 0.007, -0.001, 0.008, 0.008, 0.008, -0.001, 0.062, 0.013, 0.000, 0.000, 0.000, 0.000]
}



Entry 3:
{
  "formula": "C36H50Br4N3O5PPb",
  "method": "the ωB97M-V functional and the def2-TZVPD basis",
  "energy_ev": -347556.6247,
  "e_homo_ha": -0.28394,
  "e_lumo_ev": -2.880,
  "multiplicity": 1,
  "species": ["Pb", "Br", "C", "C", "Br", "C", "Br", "C", "O", "C", "O", "C", "Br", "O", "C", "C", "O", "O", "C", "C", "C", "C", "C", "C", "C", "C", "C", "C", "C", "C", "H", "H", "H", "H", "H", "H", "H", "H", "H", "H", "H", "C", "C", "C", "C", "P", "N", "C", "C", "C", "C", "C", "C", "C", "C", "H", "H", "H", "H", "H", "H", "H", "H", "H", "H", "H", "H", "H", "H", "H", "H", "H", "H", "H", "H", "H", "H", "H", "H", "H", "H", "H", "C", "C", "C", "C", "N", "N", "H", "H", "H", "H", "H", "H", "H", "H", "H", "H", "H", "H"],
  "positions_angstrom": [[0.97272, -1.44298, -0.29951], [8.27075, -0.65896, -2.52269], [6.72393, -0.83653, -1.49808], [6.88008, -1.21176, -0.05833], [8.60662, -1.46365, 0.60052], [5.82150, -1.36142, 0.75599], [5.90596, -1.83356, 2.54956], [4.45127, -1.12964, 0.24220], [3.46948, -1.22130, 0.93082], [4.29357, -0.79078, -1.26341], [3.18296, -0.69365, -1.72613], [5.52118, -0.63946, -2.06312], [5.24987, -0.16709, -3.84659], [0.62279, -0.14355, 1.98575], [0.33652, -0.82713, 3.21566], [0.19128, -2.40078, 2.91932], [0.19376, -3.12193, 3.89631], [0.02168, -2.67305, 1.69911], [1.48267, -0.61988, 4.16557], [1.40469, -1.10316, 5.47223], [2.43276, -0.87982, 6.37076], [3.56167, -0.16617, 5.98930], [3.64872, 0.31320, 4.69444], [2.62019, 0.08436, 3.78898], [-1.01150, -0.37762, 3.74203], [-2.18827, -0.93964, 3.25545], [-3.42288, -0.45669, 3.66062], [-3.50309, 0.60005, 4.55379], [-2.33778, 1.17517, 5.03749], [-1.10430, 0.68856, 4.63358], [-0.19821, 0.10440, 1.53117], [0.53591, -1.67000, 5.77060], [2.35198, -1.26450, 7.37912], [4.36035, 0.01319, 6.69587], [4.52303, 0.87210, 4.38139], [2.69512, 0.46573, 2.78208], [-2.13745, -1.76160, 2.55422], [-4.32604, -0.91380, 3.27980], [-4.46700, 0.97172, 4.87295], [-2.38784, 2.00359, 5.73068], [-0.19766, 1.14319, 5.01064], [2.06126, 2.36206, -0.53687], [0.96992, 2.68180, -1.56976], [1.50774, 2.20394, -2.92505], [0.80069, 4.20354, -1.63138], [-0.59008, 1.67671, -1.13547], [-0.22971, 0.23099, -0.69915], [-1.52145, 2.59146, 0.23680], [-0.52083, 2.93941, 1.35391], [-2.24136, 3.88217, -0.16099], [-2.55553, 1.61493, 0.84630], [-1.70091, 1.59577, -2.66779], [-3.05931, 1.04293, -2.21335], [-1.11807, 0.57196, -3.65686], [-1.93427, 2.91397, -3.40990], [2.99955, 2.79940, -0.88999], [2.20303, 1.28864, -0.43578], [1.85537, 2.77005, 0.44706], [2.50131, 2.63751, -3.06526], [0.89279, 2.52788, -3.76013], [1.61172, 1.12082, -2.96187], [1.73334, 4.63686, -2.00225], [0.60930, 4.64396, -0.65627], [0.00889, 4.51771, -2.30744], [0.10171, 3.79571, 1.10178], [0.12787, 2.10546, 1.61652], [-1.08756, 3.20369, 2.24763], [-1.59697, 4.61258, -0.64415], [-2.63505, 4.34327, 0.74788], [-3.09220, 3.69126, -0.81222], [-2.30503, 0.57065, 0.66425], [-3.55392, 1.78639, 0.44878], [-2.60769, 1.76173, 1.92523], [-2.94222, 0.13545, -1.62234], [-3.64403, 0.79826, -3.10191], [-3.63088, 1.76393, -1.63569], [-0.69541, -0.28864, -3.14125], [-0.36649, 1.00200, -4.31176], [-1.92858, 0.20649, -4.28883], [-2.44978, 3.65888, -2.80977], [-2.55860, 2.71002, -4.28343], [-1.01110, 3.35533, -3.77674], [-3.83150, -3.25549, -3.52011], [-2.52128, -3.95196, -3.16899], [-2.79174, -5.10881, -2.20138], [-1.84903, -4.46762, -4.43733], [-1.67135, -2.90436, -2.57210], [-0.37712, -3.30079, -2.14232], [-4.52273, -3.95228, -3.99234], [-3.64769, -2.42531, -4.20032], [-4.31415, -2.86184, -2.62477], [-3.48787, -5.82342, -2.64031], [-3.22831, -4.74147, -1.27168], [-1.88349, -5.66154, -1.95719], [-2.53036, -5.11782, -4.98489], [-0.95460, -5.04917, -4.21336], [-1.57239, -3.63489, -5.08334], [-2.13695, -2.50802, -1.76163], [0.22894, -3.36320, -2.95291], [-0.36683, -4.20400, -1.66773]],
  "lowdin_charge": [1.423, 0.800, -0.719, -0.724, 0.796, -0.662, 0.892, -0.329, 0.008, -0.341, -0.048, -0.667, 0.843, -0.141, -0.309, -0.642, 0.059, -0.186, -0.146, -0.027, -0.074, -0.103, -0.113, -0.034, -0.135, -0.020, -0.081, -0.098, -0.081, -0.018, 0.027, 0.120, 0.101, 0.095, 0.093, 0.096, 0.120, 0.103, 0.099, 0.100, 0.122, -0.089, -0.582, -0.093, -0.080, 0.856, -0.436, -0.572, -0.085, -0.081, -0.088, -0.591, -0.091, -0.100, -0.078, 0.090, 0.035, 0.066, 0.085, 0.060, 0.068, 0.089, 0.062, 0.064, 0.063, 0.061, 0.088, 0.062, 0.093, 0.060, 0.055, 0.072, 0.071, 0.071, 0.084, 0.058, 0.045, 0.061, 0.078, 0.063, 0.090, 0.057, -0.049, -0.644, -0.048, -0.053, -0.079, -0.053, 0.084, 0.079, 0.082, 0.084, 0.087, 0.070, 0.085, 0.073, 0.084, 0.105, 0.076, 0.075]
}